# 1
Molecular formula: C3H9N3
Method: DFT, wB97M-V/def2-TZVPD

Results
Frontier orbital gap ... 8.98 eV
Highest occupied orbital energy ... -8.07 eV
SMILES string ... [H]/N=C/N.C=CN

```
! RIJCOSX wB97M-V def2-TZVPD def2/J DEFGRID3
* xyz 0 1
H -0.194 0.168 -1.505
N -0.322 1.153 -1.738
C 0.566 1.428 -2.597
N 0.964 2.730 -2.961
H 1.209 0.650 -3.003
H 0.288 3.399 -2.617
H 1.903 2.802 -2.588
C 0.771 -1.817 2.488
C -0.482 -2.207 2.690
N -1.548 -1.448 2.208
H 1.657 -2.404 2.667
H 0.945 -0.795 2.166
H -0.865 -3.036 3.271
H -1.384 -0.816 1.446
H -2.444 -1.898 2.230
*
```

=====

# 2
Molecular formula: C3H9N3
Method: DFT, wB97M-V/def2-TZVPD

Results
Frontier orbital gap ... 7.31 eV
Highest occupied orbital energy ... -6.61 eV

```
! RIJCOSX wB97M-V def2-TZVPD def2/J DEFGRID3
* xyz 0 1
C -0.087 -1.812 0.551
N -0.759 -0.507 0.754
H -1.414 -0.545 1.533
H -1.209 -0.163 -0.188
H 0.500 -1.743 -0.361
H -0.853 -2.580 0.450
H 0.578 -2.024 1.383
C 0.165 0.668 0.884
C 0.039 1.354 -2.119
N -0.644 0.866 -1.200
N 1.401 0.433 1.073
H 1.912 1.292 1.252
H -0.397 1.571 1.110
H 1.024 1.843 -1.935
H -0.257 1.347 -3.187
*
```

=====

# 3
Molecular formula: C3H9N3
Method: DFT, wB97M-V/def2-TZVPD

Results
Frontier orbital gap (spin up / spin down) ... 12.18 / 7.36 eV
Highest occupied orbital energy (spin up / spin down) ... -15.56 / -14.97 eV

```
! RIJCOSX wB97M-V def2-TZVPD def2/J DEFGRID3
* xyz 1 2
C -2.092 0.601 -0.378
C -0.741 0.042 -0.799
N 0.305 0.347 0.145
C 1.450 -0.241 0.621
N 1.454 -1.558 0.897
N 2.558 0.457 0.539
H -2.172 1.646 -0.670
H -2.346 0.421 0.670
H -2.911 0.100 -0.875
H -0.739 -0.993 -1.146
H -0.437 0.487 -1.766
H 0.223 1.258 0.602
H 0.690 -2.146 0.632
H 2.411 -1.876 0.985
H 2.346 1.454 0.544
*
```

=====

# 4
Molecular formula: C3H9N3
Method: DFT, wB97M-V/def2-TZVPD

Results
Frontier orbital gap ... 11.27 eV
Highest occupied orbital energy ... -20.82 eV

```
! RIJCOSX wB97M-V def2-TZVPD def2/J DEFGRID3
* xyz 2 1
C -1.770 0.115 0.078
C -0.415 0.120 0.664
C 2.222 -0.329 0.073
N -1.055 -1.004 0.127
N -2.837 0.661 -0.291
N 1.155 0.555 -0.411
H -0.134 0.229 1.651
H 2.133 -0.284 1.128
H 2.220 -1.404 -0.221
H 3.273 -0.149 -0.192
H -0.878 -2.012 -0.012
H -2.890 1.622 -0.161
H -3.556 0.090 -0.778
H 1.057 0.310 -1.368
H 1.474 1.481 -0.286
*
```

=====

# 5
Molecular formula: C3H9N3
Method: DFT, wB97M-V/def2-TZVPD

Results
Frontier orbital gap ... 10.06 eV
Highest occupied orbital energy ... -20.11 eV
SMILES string ... C/[NH+]=C/[NH+]=C/N

```
! RIJCOSX wB97M-V def2-TZVPD def2/J DEFGRID3
* xyz 2 1
C -2.294 0.788 1.281
N -1.504 0.582 0.106
C -0.200 0.310 0.297
N 0.662 -0.090 -0.610
C 1.750 -0.819 -0.464
N 2.660 -1.061 -1.309
H -2.676 1.838 1.235
H -1.622 0.785 2.079
H -3.183 0.211 1.269
H -1.925 0.504 -0.841
H 0.004 0.295 1.358
H 0.624 0.430 -1.506
H 1.810 -1.135 0.550
H 3.480 -1.704 -1.120
H 2.414 -0.933 -2.324
*
```

=====

# 6
Molecular formula: C3H9N3O
Method: DFT, wB97M-V/def2-TZVPD

Results
Frontier orbital gap (spin up / spin down) ... 7.95 / 7.38 eV
Highest occupied orbital energy (spin up / spin down) ... -8.81 / -8.79 eV

```
! RIJCOSX wB97M-V def2-TZVPD def2/J DEFGRID3
* xyz 0 1
C 0.323 1.235 1.441
C 1.509 -0.259 -1.119
N -0.838 0.638 0.874
N 0.070 -0.195 -1.079
C -0.747 -0.541 0.080
N -2.069 -0.855 -0.436
O -0.209 -1.339 0.982
H -0.447 0.131 -1.883
H -2.823 -0.396 0.059
H -2.214 -1.858 -0.387
H 0.443 2.231 0.993
H 1.235 0.641 1.384
H 0.111 1.429 2.500
H 1.850 -0.916 -0.321
H 1.835 -0.674 -2.077
H 1.970 0.732 -1.010
*
```

=====

# 7
Molecular formula: C3H9N3O
Method: DFT, wB97M-V/def2-TZVPD

Results
Frontier orbital gap ... 10.31 eV
Highest occupied orbital energy ... -9.42 eV
SMILES string ... CC(=O)NN.C=N

```
! RIJCOSX wB97M-V def2-TZVPD def2/J DEFGRID3
* xyz 0 1
C 1.716 -0.997 -0.652
C 1.235 0.036 0.331
O 1.430 -0.051 1.542
N 0.558 1.100 -0.249
N -0.077 2.049 0.583
H 1.313 -0.819 -1.653
H 1.382 -1.984 -0.320
H 2.807 -0.970 -0.700
H 0.405 1.136 -1.254
H 0.559 2.845 0.687
H -0.090 1.640 1.531
C -2.461 -0.912 0.351
N -1.745 -1.188 -0.685
H -2.871 -1.712 0.987
H -2.691 0.130 0.629
H -1.471 -0.304 -1.129
*
```

=====

# 8
Molecular formula: C3H9N3O
Method: DFT, wB97M-V/def2-TZVPD

Results
Frontier orbital gap (spin up / spin down) ... 7.68 / 7.74 eV
Highest occupied orbital energy (spin up / spin down) ... -8.77 / -8.81 eV

```
! RIJCOSX wB97M-V def2-TZVPD def2/J DEFGRID3
* xyz 0 1
C -0.790 -1.532 -0.486
C -0.859 -0.101 -0.015
O -1.623 0.685 -0.848
N -0.956 0.131 1.336
H -0.977 1.182 -1.402
H -1.526 0.977 1.451
H -0.248 -2.158 0.221
H -0.293 -1.574 -1.458
H -1.800 -1.925 -0.609
N 1.865 -0.160 0.486
C 0.835 0.755 0.161
N 0.897 1.619 -0.836
H 1.755 -1.015 -0.056
H 2.113 -0.617 1.356
H 1.135 2.554 -0.509
H 0.473 1.179 1.209
*
```

=====

The following calculated total energy values (in hartree) correspond, in order, to the records above: -283.91896, -283.83925, -283.65414, -283.18919, -283.28444, -359.06992, -359.16831, -359.03977.
The following relative energy (zero: lowest compared OMol25 entry of this formula, charge and spin) values (in kcal/mol) correspond, in order, to the records above: 40.3, 90.3, 10.1, 76.4, 16.7, 109.5, 47.8, 128.4.
The following F_max values (in eV Å⁻¹) correspond, in order, to the records above: 1.5, 0.4, 3.4, 4.2, 6.0, 1.9, 1.7, 5.3.